(1)
58
Properties=species:S:1:pos:R:3:mulliken_charge:R:1 method="wB97M-V/def2-TZVPD" fmax_ev_per_a=4.120 lumo_ev="2.069 / 2.164" homo_lumo_gap_ev="5.61 / 5.69" charge=-1 e_homo_ev="-3.546 / -3.530" energy_ha=-3851.4563 spin_multiplicity=2
F 2.843 -6.173 0.138 -0.34
C 2.422 4.124 0.611 -0.51
C -4.307 3.515 -0.641 -0.45
C 0.219 -0.511 2.342 0.04
S 2.755 -0.438 -1.295 -0.34
H -1.567 -2.076 -0.556 0.41
C 2.708 -3.125 -1.833 0.12
H 0.039 0.110 -4.686 0.40
C 2.855 -2.553 0.455 0.00
C -1.963 2.985 -0.604 0.09
F 2.711 -5.404 -2.470 -0.33
C -0.260 0.307 -2.578 -0.36
H -5.627 1.922 -0.051 0.43
H 1.128 2.264 3.046 0.45
C 3.023 2.868 0.366 -0.84
Co 0.888 2.403 0.018 0.04
C 2.741 -4.464 -1.507 0.18
C 2.765 -2.094 -0.873 0.36
F 2.956 -1.662 1.457 -0.42
C 2.872 -3.890 0.797 -0.07
C 1.619 2.649 2.164 -0.17
C -0.881 -1.635 -3.839 -0.51
H 2.622 5.042 0.080 0.43
C -2.010 -1.174 1.758 -0.33
C -0.987 -2.019 3.767 -0.60
H 1.115 0.044 2.105 -0.15
C 1.525 3.979 1.689 -0.69
F 2.968 -4.257 2.089 -0.35
C -3.003 3.894 -0.859 -0.83
C -4.599 2.225 -0.206 -0.84
H -5.113 4.218 -0.813 0.37
H -3.839 0.327 0.367 0.16
C -0.575 3.296 -0.697 0.70
H -1.045 -2.622 4.664 0.38
F 2.628 -2.813 -3.134 -0.42
H 1.031 -1.379 4.123 0.45
C -3.574 1.321 0.043 -0.31
C -0.342 -0.357 -3.788 -0.68
C 2.546 1.955 1.342 -0.84
C -1.244 -1.576 -1.460 -0.27
H -0.945 -2.161 -4.783 0.37
P -0.669 0.760 0.096 1.36
O 0.207 3.947 -1.377 -0.67
H -2.855 -1.170 1.086 0.29
H -2.963 -2.533 3.107 0.40
C 2.819 -4.864 -0.183 0.68
H 0.937 4.769 2.133 0.49
C -0.872 -0.415 1.480 0.83
C 0.168 -1.312 3.473 -0.84
C -1.316 -2.246 -2.674 -0.75
H -1.711 -3.254 -2.708 0.41
H 2.949 0.969 1.507 0.59
H 3.804 2.662 -0.349 0.53
H -2.748 4.891 -1.198 0.51
C -2.068 -1.960 2.898 -0.93
C -0.731 -0.285 -1.406 0.43
H 0.204 1.284 -2.522 0.21
C -2.249 1.693 -0.108 0.71

---

(2)
73
Properties=species:S:1:pos:R:3:mulliken_charge:R:1 method="wB97M-V/def2-TZVPD" fmax_ev_per_a=1.683 lumo_ev="-3.308 / -3.089" homo_lumo_gap_ev="5.11 / 5.55" e_homo_ev="-8.416 / -8.643" energy_ha=-4411.2815 spin_multiplicity=3
C 3.469 -2.336 -7.595 0.69
O -1.694 4.499 -0.167 -0.64
C 3.416 -1.834 -4.011 -0.40
N -3.026 1.543 1.151 0.62
N -2.519 -0.097 4.118 -0.47
C 1.932 -3.172 2.678 -0.58
H -0.334 -2.627 -3.545 0.52
H -6.036 3.796 2.010 0.46
H 1.592 -1.378 -7.269 0.30
N -0.909 2.322 -0.100 0.43
F -0.068 2.361 5.674 -0.24
H 2.576 -3.912 3.134 0.48
S 3.693 -3.460 -6.214 -0.13
C 1.429 -2.998 -4.713 -0.42
C 2.778 -2.701 -4.891 -0.40
C 2.898 3.282 -1.393 -0.75
C -0.102 -2.566 1.585 -0.61
S -2.394 -1.494 3.241 1.27
C -3.024 2.847 0.861 0.34
H 0.939 -3.683 -5.393 0.48
C 0.529 3.685 -1.600 -0.85
C 0.712 -3.538 2.133 -0.99
C -4.071 3.694 1.150 -0.79
F -1.725 -2.575 6.549 -0.23
F -1.202 -4.030 5.024 -0.21
C 2.639 -1.099 -7.398 -0.99
O -3.711 -2.084 3.295 -0.83
S -1.670 1.151 3.959 1.10
O 4.049 -2.600 -8.612 -0.53
H -6.095 1.335 2.452 0.49
I -2.895 -0.178 -1.393 0.19
H -0.311 4.194 -2.043 0.51
H 4.468 -1.618 -4.145 0.44
H 2.749 -0.478 -8.283 0.32
C 1.388 2.004 -0.056 0.67
F -0.782 0.430 6.328 -0.23
C 0.309 2.694 -0.631 0.17
C 1.816 3.957 -1.983 -0.73
H 3.287 -1.501 2.961 0.63
C 2.701 2.320 -0.434 -0.91
H -4.159 -0.042 1.848 0.67
H -3.977 4.738 0.888 0.57
C -5.196 3.164 1.756 -0.52
W -1.086 0.356 0.768 0.26
C 1.910 0.438 1.669 -0.19
H 0.377 -4.565 2.138 0.53
N 0.265 -1.279 1.554 0.85
C 0.718 -2.413 -3.682 -0.67
C -0.350 1.128 5.283 0.51
C 2.710 -1.248 -2.975 -0.42
C 1.355 -1.531 -2.802 -0.28
C 2.330 -1.849 2.602 -0.73
N 0.998 1.044 0.839 0.21
O -2.279 -0.934 1.707 -0.67
C 0.605 -0.937 -1.744 0.65
O 2.976 0.887 2.021 -0.68
H 3.203 -0.566 -2.294 0.52
C -5.232 1.806 2.006 -0.92
I -5.135 -0.979 -3.581 -0.08
H 2.938 -0.552 -6.505 0.31
F 0.043 -2.281 5.323 -0.14
C 1.473 -0.944 2.008 0.28
F 0.761 0.554 4.818 -0.15
C -1.829 3.339 0.134 0.39
H 3.902 3.526 -1.712 0.43
C -0.111 -0.496 -0.868 0.69
C -4.140 1.022 1.685 -0.55
H -1.064 -2.805 1.156 0.80
O -0.789 1.137 2.744 -0.75
H 3.528 1.805 0.027 0.58
O -2.359 2.385 4.144 -0.66
H 2.011 4.693 -2.751 0.43
C -1.197 -2.753 5.361 0.51

---

(3)
60
Properties=species:S:1:pos:R:3:mulliken_charge:R:1 method="wB97M-V/def2-TZVPD" fmax_ev_per_a=0.304 lumo_ev="-0.348 / -0.272" homo_lumo_gap_ev="7.30 / 7.13" e_homo_ev="-7.653 / -7.399" energy_ha=-3381.8819 spin_multiplicity=2
C 0.148 4.491 -1.034 -0.95
H 1.400 -2.661 -0.926 0.22
H -0.898 -2.245 -4.880 0.44
C 3.467 -0.740 0.947 0.26
N -2.110 0.019 -4.025 -0.07
H 5.074 -1.473 2.153 0.39
H -0.745 -4.098 -0.310 0.44
C -1.441 -0.426 -2.933 0.34
O -0.854 -1.549 -0.403 -0.38
C 2.426 -1.077 0.087 -0.44
H -2.293 -0.526 -4.847 0.20
H -3.726 3.198 4.337 0.40
C -0.985 -1.802 -2.780 0.13
H 4.672 -3.844 1.555 0.41
C -0.686 -4.016 -3.710 -0.86
C -0.672 -4.540 -2.419 -0.47
C -3.039 2.336 2.479 -0.04
C 2.167 3.265 -1.389 -0.49
H 2.839 -4.421 -0.004 0.44
N -1.507 0.479 -1.973 0.61
C -0.194 0.240 4.785 -0.76
C 0.162 2.113 -0.522 1.04
C 4.271 -1.736 1.476 -0.80
C -2.087 1.893 4.650 0.59
H 1.201 -1.331 2.142 0.55
I -4.493 3.280 1.335 0.00
H 1.960 5.355 -1.819 0.38
C 2.194 -2.398 -0.252 0.03
C 1.475 4.457 -1.462 -0.61
C 3.013 -3.389 0.274 -0.64
H -0.390 5.431 -1.048 0.43
O -2.133 1.227 0.576 -0.16
C 0.619 -0.619 4.102 -1.31
H -1.516 3.427 -0.229 0.20
Cr -0.627 0.298 -0.086 -0.78
C -2.279 1.512 -2.447 -0.50
H -3.250 1.800 -4.424 0.43
H 3.210 3.188 -1.669 0.47
H 1.324 -1.255 4.617 0.45
H -2.516 2.363 -1.838 0.37
C 4.044 -3.065 1.142 -0.45
C -0.869 -2.316 -1.472 0.24
H -0.149 0.316 5.863 0.43
H -0.578 -4.663 -4.569 0.40
Cl -2.093 2.137 6.372 -0.27
C -1.132 1.018 4.071 -0.04
H -0.575 -5.608 -2.271 0.40
C -0.860 -2.656 -3.876 -0.75
C -0.493 3.348 -0.577 -0.29
N 2.254 0.969 -0.739 -1.02
C 0.553 -0.666 2.695 -0.04
C -1.144 0.883 2.676 0.38
N -0.266 0.088 2.000 0.42
C -0.766 -3.710 -1.320 0.05
N 1.565 -0.016 -0.380 1.14
C -3.006 2.537 3.874 -0.53
H 3.622 0.298 1.208 0.46
C -2.135 1.505 1.858 0.29
C 1.499 2.134 -0.920 0.10
C -2.657 1.244 -3.722 -0.84

---

(4)
60
Properties=species:S:1:pos:R:3:mulliken_charge:R:1 method="wB97M-V/def2-TZVPD" fmax_ev_per_a=0.609 lumo_ev="-0.759 / -1.002" homo_lumo_gap_ev="6.70 / 6.54" e_homo_ev="-7.458 / -7.542" energy_ha=-3381.8901 spin_multiplicity=4
C -1.630 5.381 0.304 0.50
H -0.704 -0.674 4.446 0.45
H 6.178 -1.479 -0.626 0.40
H -5.224 2.456 0.606 0.42
C 4.270 -2.225 -0.010 -0.98
H 0.199 6.433 0.123 0.42
H 0.885 0.203 6.133 0.39
C 2.339 -0.908 -0.605 0.48
H -4.219 -3.144 -1.726 0.43
C -2.283 4.123 0.278 0.17
C -3.662 3.913 0.492 -0.68
H 2.787 1.612 5.424 0.40
Cr -0.446 0.260 -0.190 -0.34
H -3.673 0.546 0.176 0.31
C 1.429 -4.991 1.521 -0.74
I 2.529 4.494 -0.476 0.03
C -0.285 5.467 0.091 -0.53
Cl -2.551 6.820 0.619 -0.27
C -0.087 3.063 -0.234 0.42
O 0.551 1.958 -0.501 -0.51
C -3.204 -2.465 1.421 -0.36
C -1.492 2.991 0.024 0.04
H 3.106 2.146 3.027 0.44
C 0.314 0.271 2.813 0.15
C 2.037 -3.028 0.703 -0.17
C 2.091 1.236 4.686 -0.50
H 1.476 -6.045 1.729 0.44
H -2.442 -1.555 -2.268 0.47
H -0.403 -4.143 2.386 0.43
N 2.402 -4.339 0.803 -0.10
H 4.711 -3.077 0.495 0.42
O 1.034 -0.722 -0.654 -0.21
C -3.650 -2.693 -0.922 -0.57
C 2.271 1.537 3.347 -1.20
C 4.563 -0.181 -1.219 -0.68
C 1.380 1.054 2.397 0.19
C 3.198 0.024 -1.205 -0.20
C -1.875 -1.196 -0.223 0.04
H 1.528 1.280 1.350 0.39
N 0.897 -2.818 1.320 0.06
C 0.513 -4.032 1.829 -0.46
N -1.443 -1.032 2.161 -0.91
H 3.207 -4.761 0.379 0.22
H -3.390 -2.709 2.459 0.51
C -4.172 2.645 0.450 -1.06
C -3.307 1.564 0.205 -0.08
C 0.487 4.318 -0.174 -0.19
C 2.886 -2.046 0.020 0.67
C -3.942 -3.032 0.393 -0.68
C 0.125 -0.049 4.154 -0.37
C 5.109 -1.315 -0.627 -0.71
N -0.570 -0.226 1.799 1.81
H 2.749 0.902 -1.650 0.43
H 5.208 0.550 -1.690 0.42
H -4.731 -3.739 0.611 0.40
N -2.018 1.733 0.007 0.56
C -2.198 -1.566 1.089 0.01
C 1.020 0.443 5.087 -0.62
H -4.301 4.763 0.687 0.42
C -2.634 -1.786 -1.226 -0.17

---

(5)
65
Properties=species:S:1:pos:R:3:mulliken_charge:R:1 method="wB97M-V/def2-TZVPD" fmax_ev_per_a=3.229 lumo_ev="1.548 / 1.547" homo_lumo_gap_ev="6.28 / 6.28" charge=-1 e_homo_ev="-4.731 / -4.732" energy_ha=-8475.7673 spin_multiplicity=1
O 3.327 1.603 -1.964 -0.66
C 4.260 0.637 1.399 0.84
H -2.617 3.381 3.696 0.38
H 4.043 -0.025 3.450 0.19
C -0.229 0.018 -1.345 1.23
S 1.946 -0.485 -3.582 -0.42
C -1.899 0.514 1.190 0.11
C -2.752 2.724 1.658 -0.81
H 0.880 -5.430 2.740 0.38
C -4.319 -1.046 -0.755 -0.40
H -1.098 -0.538 2.879 0.40
C -2.415 2.579 2.996 -0.54
C -3.050 -1.534 -1.054 0.09
S -0.911 -2.215 -4.929 -0.44
C 3.535 0.158 2.513 -1.12
H -1.551 1.291 4.478 0.41
I 6.816 0.770 3.098 0.01
C 0.228 5.080 -1.401 -0.49
Re 1.368 1.062 -1.827 1.14
C 5.469 1.714 -0.916 -0.68
H -0.294 5.100 -0.450 0.22
C 0.669 -2.877 0.525 -0.44
As 0.031 -0.389 -4.681 0.39
H -2.398 -2.793 1.947 0.43
H 1.252 -2.384 -0.245 0.37
Ge -1.452 -0.901 -0.115 0.92
S -0.119 0.945 -6.253 -0.44
H -1.926 -2.901 -2.274 0.54
C -1.379 -3.115 1.753 -0.47
O 1.074 3.324 -2.812 -0.62
C -5.429 -1.525 -1.435 -0.64
H -3.211 3.643 1.313 0.43
C -2.907 -2.513 -2.031 -0.60
C -5.276 -2.485 -2.425 -0.45
C -2.495 1.699 0.760 -0.15
H -4.438 -0.288 0.012 0.29
I 6.352 2.544 -2.622 0.05
H 2.214 -4.286 1.003 0.44
C -4.014 -2.977 -2.724 -0.73
H 0.488 0.063 1.077 -0.69
Cl 1.624 6.184 -1.279 -0.21
C 0.457 -4.599 2.190 -0.53
N 2.203 0.529 0.071 -0.64
H -1.449 -4.719 3.175 0.38
C 5.626 0.982 1.370 -0.22
H -0.401 5.426 -2.215 0.35
C -0.621 -2.434 0.801 0.62
C -1.564 0.380 2.536 -0.02
C 0.736 3.672 -1.669 0.74
H -3.881 -3.708 -3.511 0.39
H 1.590 -0.349 3.233 0.54
H 7.267 1.745 0.240 0.34
C 1.208 -3.950 1.221 -0.57
C 2.187 -0.030 2.390 -0.80
C 6.215 1.495 0.240 -0.23
H -6.414 -1.142 -1.195 0.39
C -1.820 1.406 3.435 -0.77
O 0.774 2.881 -0.675 -0.60
C -0.846 -4.192 2.446 -0.63
S -0.976 0.910 -2.589 -0.34
C 4.115 1.400 -0.963 1.15
H -6.142 -2.843 -2.969 0.38
C 3.535 0.816 0.198 -0.15
C 1.552 0.174 1.162 0.56
H -2.748 1.823 -0.287 0.41

---

(6)
64
Properties=species:S:1:pos:R:3:mulliken_charge:R:1 method="wB97M-V/def2-TZVPD" fmax_ev_per_a=0.422 lumo_ev="-2.007 / -2.008" homo_lumo_gap_ev="5.67 / 5.66" e_homo_ev="-7.673 / -7.673" energy_ha=-9911.1711 spin_multiplicity=1
H 4.559 -2.902 0.118 0.34
H -1.969 -0.662 -3.208 0.46
C -3.932 -1.529 4.477 -0.55
N -1.111 1.782 -0.388 0.01
H -0.749 -2.401 5.243 0.45
Br -0.375 -3.596 -4.384 -0.17
C 1.282 -0.451 2.345 -0.74
C -4.002 -2.083 3.210 -0.33
C -1.604 1.666 0.880 0.44
C 1.479 5.924 -0.263 -0.50
N -1.042 3.840 1.393 0.12
C 0.092 2.012 -2.802 0.03
C 0.139 4.159 0.676 0.96
C -3.033 -3.255 1.244 0.19
H 1.126 3.008 -4.377 0.42
H -2.685 -1.190 6.191 0.39
H 3.765 -1.565 2.038 0.52
C -0.063 1.377 -5.116 -0.50
C 0.829 -3.261 -2.966 -0.05
C 2.677 -2.798 -0.932 0.71
H -0.468 6.215 0.589 0.43
H 3.085 2.957 -0.443 0.45
C 2.133 -3.767 -3.073 -0.34
C -2.752 -1.617 5.200 -0.51
C 0.444 2.207 -4.123 -0.67
C 3.037 -3.547 -2.078 0.02
Br 4.790 -4.249 -2.257 -0.24
C -1.658 -2.284 4.669 -0.49
H -4.795 -1.032 4.898 0.40
C 0.393 -2.538 -1.871 0.68
C 3.112 -1.778 1.202 -1.05
H 3.386 5.339 -1.053 0.42
C 1.787 -1.286 1.206 0.56
C -1.295 0.140 -3.461 -0.49
H 0.223 1.533 -6.147 0.40
H -1.333 -0.299 -5.548 0.43
C 2.308 3.677 -0.224 -0.57
C 1.146 3.243 0.389 0.01
C 2.480 5.013 -0.563 -0.66
H 0.257 -0.722 2.594 -0.14
C 1.363 -2.287 -0.836 -0.42
C -0.933 0.352 -4.783 -0.71
C -2.895 -2.704 2.639 0.17
H -4.917 -2.031 2.634 0.42
O -0.846 -2.115 -1.834 -0.65
H 1.286 0.608 2.077 -0.08
N -1.660 2.705 1.648 -0.84
O -3.871 -4.085 1.000 -0.57
C 0.313 5.501 0.358 -0.63
H 1.908 -0.568 3.229 0.50
C -1.737 -2.826 3.396 0.36
S -2.408 0.198 1.443 -0.27
N -1.155 0.764 -1.112 0.06
Br -0.259 -3.824 2.757 -0.06
H 1.039 2.199 0.643 0.18
H 0.493 2.647 -2.025 0.25
Au -1.627 -1.057 -0.290 1.05
H 1.598 6.968 -0.514 0.37
N 0.961 -1.544 0.223 0.59
C 3.548 -2.519 0.145 -1.02
H -1.349 4.566 2.020 0.25
H 2.406 -4.332 -3.952 0.42
O -2.152 -2.866 0.331 -0.64
C -0.770 0.967 -2.480 0.44

---

(7)
72
Properties=species:S:1:pos:R:3:mulliken_charge:R:1 method="wB97M-V/def2-TZVPD" fmax_ev_per_a=0.292 lumo_ev="-0.223 / -0.215" homo_lumo_gap_ev="8.54 / 8.55" e_homo_ev="-8.765 / -8.767" energy_ha=-6661.4921 spin_multiplicity=4
O -5.123 -3.894 -2.310 -0.54
C -1.114 -3.234 2.676 0.18
H 0.533 1.906 -3.001 0.24
C -0.118 3.967 -3.148 -1.04
H 1.465 -1.173 2.002 0.38
F 0.455 -2.750 -1.485 -0.16
C -0.679 5.013 -2.444 -0.37
F 1.311 -1.803 -5.027 -0.28
F 3.513 0.050 -2.087 -0.19
C -0.766 3.568 -0.529 -0.43
N 3.146 1.070 0.650 0.01
H -2.119 1.066 -2.504 0.31
C -5.849 1.419 2.582 0.13
C -1.589 5.868 -0.325 -0.13
C -2.212 -1.477 -0.476 -0.05
O -1.029 1.337 1.300 -0.84
C -1.607 -4.206 3.708 -0.75
F 3.661 -1.372 -3.698 -0.26
H -0.796 -4.892 3.970 0.34
C -1.902 -2.866 1.596 -0.32
C 1.611 -2.342 -2.013 0.06
H -3.291 1.756 0.410 0.19
O -2.729 -4.903 3.200 -0.50
F 2.040 -3.323 -2.820 -0.28
C -3.524 -0.553 -2.676 -1.38
N -1.838 -0.317 -1.014 1.47
C -5.154 0.982 3.698 -0.52
H -1.870 -3.637 4.607 0.29
C 0.617 -1.205 -4.050 0.32
F 0.167 -0.039 -4.534 -0.26
C 1.446 -0.969 -2.737 0.64
H -2.883 -3.301 1.478 0.55
C -3.822 1.542 1.328 0.31
H -5.683 0.771 4.618 0.43
C -3.780 0.821 3.614 -0.52
H -4.005 -0.151 -3.559 0.50
H -5.763 2.043 0.534 0.45
C -1.422 -1.923 0.703 1.00
C -1.006 4.811 -1.107 0.35
N -2.046 6.721 0.295 -0.49
C -2.477 0.130 -2.092 -0.87
O -1.042 0.294 3.279 -0.74
H -3.078 -5.475 3.889 0.31
C -3.103 1.100 2.432 0.29
H -3.207 0.471 4.462 0.48
C -3.246 -2.234 -1.012 -0.62
N -0.229 -1.335 0.855 0.27
Br -7.731 1.633 2.685 -0.21
H -4.389 -4.387 -2.691 0.32
C -5.200 1.701 1.392 -0.81
H 0.156 4.073 -4.189 0.53
N -0.224 2.562 -1.217 0.22
H -0.865 5.972 -2.909 0.51
H -4.975 -2.489 -3.838 0.41
C 0.518 -1.687 1.895 -0.82
C 0.097 2.760 -2.500 -0.23
O 0.840 -0.054 -1.980 0.32
C 0.130 -2.643 2.813 -1.03
C -3.918 -1.768 -2.129 0.34
F -0.463 -1.963 -3.807 -0.25
C 2.866 -0.447 -3.151 0.54
F 2.746 0.559 -4.033 -0.26
H -5.996 -2.089 -2.465 0.30
C 2.008 1.061 0.462 -0.64
C -1.603 0.876 2.358 0.14
Co -0.011 0.530 -0.222 1.84
H -1.018 3.354 0.501 0.63
H -3.521 -3.186 -0.581 0.75
H 4.139 1.048 0.746 0.22
F 2.492 -2.228 -1.005 -0.29
C -5.050 -2.552 -2.748 -0.93
H 0.782 -2.888 3.642 0.44